(1)
# C20H29N7O

C20H29N7O as an isolated structure in a non-equilibrium geometry (the ωB97M-V functional and the def2-TZVPD basis, the Open Molecules 2025 dataset).

Geometry as XYZ:
```
57
Properties=species:S:1:pos:R:3:mulliken_charge:R:1
C -5.040 2.086 2.436 -1.278
H 5.150 -2.850 1.129 0.212
H 3.384 2.986 -0.344 0.164
H 2.913 -0.451 -0.900 0.135
H 7.746 -0.788 2.446 0.514
O 7.199 -2.310 0.984 -0.413
C 0.382 2.251 -0.402 0.384
C 2.342 2.859 -1.085 -0.349
H 2.758 0.540 0.408 0.152
C -5.978 -1.333 -0.385 0.649
H -4.922 -2.349 -2.145 0.324
H 4.998 1.646 0.123 0.580
C -4.077 1.303 1.265 1.052
H 5.014 1.020 -1.516 0.100
H -6.792 -3.085 1.381 0.404
C -2.082 1.815 0.443 0.207
N -2.185 0.604 -0.456 -0.385
N 5.288 -0.200 0.207 0.364
C -7.202 -2.166 -0.590 -0.686
C 4.705 0.766 -0.378 -1.105
H -7.534 -2.297 -1.532 0.502
H -7.970 -1.266 0.201 0.201
H -6.180 -3.832 -0.067 0.266
H 6.383 -3.555 -0.438 0.259
N -0.877 2.224 0.556 -0.176
H 1.162 1.579 -3.017 0.505
C 5.573 -1.445 -0.748 -0.771
C -4.463 0.448 0.364 0.219
H -7.901 -3.829 0.366 0.400
N -3.029 2.149 1.234 -0.533
H -6.333 -0.013 1.278 0.851
H -5.969 2.360 1.786 0.250
C 6.131 -2.556 0.241 -0.430
H 7.264 0.437 0.355 0.383
C -3.667 -0.945 -1.394 -0.335
H -0.914 3.095 1.198 0.308
C -5.769 -0.364 0.629 -1.640
H 1.588 0.099 -2.572 0.345
H -5.419 1.167 3.206 0.216
H 4.616 -1.764 -1.144 0.369
H -0.569 0.762 -1.576 0.281
N 0.241 1.144 -1.025 -0.093
N 2.493 1.637 -1.417 0.321
C -3.483 0.069 -0.526 -0.149
H 2.353 3.682 -1.920 0.221
C 3.200 0.751 -0.649 -0.268
H -4.555 2.637 3.014 0.522
C -4.885 -1.573 -1.392 -0.627
H -2.850 -1.360 -1.941 0.449
C 6.493 0.069 0.834 -0.563
C 6.981 -0.944 1.851 -0.703
N 1.183 3.045 -0.053 -0.567
H 6.341 -1.279 -1.319 0.493
H 6.215 0.896 1.955 0.318
C 1.375 1.206 -2.117 -0.958
H 6.235 -1.502 2.693 0.259
C -7.060 -3.279 0.461 -1.151
```

Computed properties:
E_tot: -1237.3779 Eh
Frontier orbital gap: 7.67 eV
Lowest unoccupied orbital energy: 0.0 eV
Relative energy (zero: lowest compared OMol25 entry of this formula, charge and spin): 9.22 kcal per mole
Highest occupied orbital energy: -7.7079 eV
Net charge: 0

=====

(2)
# C20H30AlFNO

C20H30AlFNO as an isolated structure (the ωB97M-V functional and the def2-TZVPD basis, the Open Molecules 2025 dataset).

Geometry as XYZ:
```
54
Properties=species:S:1:pos:R:3:mulliken_charge:R:1
H 2.138 -0.049 3.034 0.376
H -5.393 -6.002 -0.658 0.345
C 5.977 0.138 -1.733 -0.510
C 5.065 0.504 -3.927 -0.375
H 3.362 1.694 1.583 0.264
H 6.823 0.132 -1.058 0.362
H 1.426 -0.670 1.547 0.069
C 3.802 0.174 -3.456 -0.460
N 0.644 2.896 0.570 -0.195
H -2.619 -0.747 -0.375 0.356
H -5.543 -5.263 1.696 0.348
C -2.752 -3.882 -0.581 -0.439
H -1.158 4.373 -1.787 0.280
C 4.714 -0.197 -1.265 -0.172
Al -1.166 2.658 0.202 -0.257
C -1.802 4.197 -0.916 -1.112
C -4.759 -4.877 1.057 -0.302
H -1.630 0.758 2.865 0.204
H 4.568 -0.457 -0.224 0.265
H -3.605 -5.115 -2.117 0.350
H 1.599 2.913 2.454 0.308
H -3.291 3.050 1.704 0.408
H 0.812 3.891 0.672 0.228
H 2.639 -0.423 -1.753 0.449
C 2.287 -0.132 1.951 -1.118
H 7.138 0.750 -3.431 0.348
H -2.132 1.107 -1.713 0.426
H -3.907 -3.636 2.587 0.370
H 5.201 0.784 -4.965 0.348
C -2.833 -3.464 0.741 -0.325
F -1.696 3.473 2.861 -0.396
O -0.851 -0.834 0.548 -0.581
C 3.626 -0.178 -2.126 -0.257
C -4.675 -5.292 -0.265 -0.377
C -2.565 1.271 2.619 -1.252
C 6.154 0.487 -3.066 -0.341
C -1.620 -0.278 -0.222 -0.229
H 2.363 1.160 0.222 0.079
C -2.311 2.582 1.894 0.270
H -1.969 -3.488 -1.216 0.387
C 2.395 1.250 1.312 -0.091
H -1.831 5.119 -0.320 0.265
H -3.145 0.602 1.972 0.246
H -2.115 -2.742 1.116 0.563
H -3.136 1.418 3.546 0.405
H 3.187 -0.736 1.786 0.418
H 2.950 0.200 -4.124 0.365
C -3.839 -3.964 1.557 -0.535
H -2.821 4.018 -1.284 0.287
C 1.236 2.193 1.708 -0.122
C -3.670 -4.794 -1.084 -0.368
H -0.383 0.900 -1.417 0.045
C -1.370 0.952 -0.943 -0.384
H 0.483 1.577 2.224 -0.240
```

Computed properties:
E_tot: -1252.4590 Eh
Frontier orbital gap: 7.37 eV
Lowest unoccupied orbital energy: 2.9 eV
Highest occupied orbital energy: -4.4858 eV
Net charge: -1

=====

(3)
# C20H30B2BrClF4N6O6Sn

C20H30B2BrClF4N6O6Sn as an isolated structure (the ωB97M-V functional and the def2-TZVPD basis, the Open Molecules 2025 dataset).

Geometry as XYZ:
```
71
Properties=species:S:1:pos:R:3:mulliken_charge:R:1
H -1.499 2.954 -3.887 0.334
H -4.187 -1.410 -2.151 0.446
H -2.218 -1.084 -4.039 0.304
F 1.523 -1.152 -4.485 -0.331
C -2.512 -0.394 -1.357 0.200
O -2.558 -2.844 -0.463 -0.650
B -2.557 1.902 1.404 0.671
Cl -3.981 -4.638 1.412 -0.194
C -1.459 4.220 -0.973 -2.097
C -3.898 -0.389 -1.902 -2.179
N 0.456 1.337 -2.251 0.511
O 0.691 0.736 -3.445 -0.581
B 1.458 -0.516 -3.277 0.530
C -0.475 3.173 -3.576 -2.010
H -0.792 5.074 -1.119 0.432
H 0.157 -1.193 5.524 0.477
H -1.982 4.332 -0.030 0.388
H 2.771 -3.636 -0.075 0.522
H 3.837 -2.197 1.740 0.293
Br 1.471 1.053 6.911 -0.197
C -2.750 -3.447 1.864 -0.324
C 1.015 0.724 5.103 -0.144
N -0.536 2.203 0.039 0.425
O -1.208 -1.906 1.068 -0.236
C 0.979 1.423 2.820 -0.744
H 2.382 0.278 -0.991 0.204
C -2.144 -2.706 0.676 0.281
H 2.720 -2.212 -1.103 0.164
Sn 0.020 -0.176 0.387 1.307
C 0.345 0.242 2.451 1.267
C -1.694 -1.770 -3.371 -2.055
C 0.392 -0.464 4.762 -0.796
H 1.504 -2.260 1.565 0.244
H -1.960 -3.960 2.407 0.258
H 1.217 2.179 2.084 0.335
C 3.205 0.436 0.909 -0.432
H -0.775 -2.106 -3.838 0.395
H -4.583 0.021 -1.166 0.512
C 2.725 -2.545 -0.068 -0.666
H 1.921 1.618 -0.211 0.382
F -3.509 2.867 1.617 -0.358
C -1.421 -1.112 -2.071 0.789
O 0.819 -1.470 -2.272 -0.672
H 1.796 2.602 4.421 0.476
H 0.711 -2.768 0.255 0.268
O -1.232 2.608 1.149 -0.588
C 4.271 -0.538 0.430 -0.943
N -2.140 0.276 -0.336 1.774
H -3.206 -2.714 2.526 0.255
H 4.480 -0.368 -0.630 0.357
O -3.018 1.139 0.186 -0.762
C 3.944 -2.010 0.664 -0.721
H -0.459 -1.610 3.171 0.498
F -2.424 1.029 2.464 -0.280
H 0.194 2.839 -4.363 0.440
H 4.801 -2.605 0.341 0.438
C -0.143 2.461 -2.303 0.586
C 1.314 1.675 4.141 -0.698
N 1.442 -2.131 0.557 -0.441
H 3.656 1.410 1.101 0.572
H 2.785 0.099 1.857 0.098
F 2.753 -0.229 -2.781 -0.398
N 2.102 0.629 -0.072 -0.407
H -2.175 4.225 -1.795 0.428
H -3.959 0.215 -2.810 0.314
H -0.391 4.252 -3.453 0.466
C 0.061 -0.698 3.433 -0.882
H -2.346 -2.622 -3.174 0.461
C -0.666 2.954 -0.993 0.465
H 5.192 -0.303 0.967 0.404
N -0.250 -1.004 -1.576 0.814
```

Computed properties:
E_tot: -5258.0272 Eh
Frontier orbital gap: 8.59 eV
Lowest unoccupied orbital energy: -0.7 eV
Relative energy (zero: lowest compared OMol25 entry of this formula, charge and spin): 19.19 kcal per mole
Highest occupied orbital energy: -9.2725 eV
Net charge: 0

=====

(4)
# C20H30BF2N2O3S

A 2-piece molecular cluster, C20H30BF2N2O3S overall (the ωB97M-V functional and the def2-TZVPD basis, the Open Molecules 2025 dataset).

Geometry as XYZ:
```
59
Properties=species:S:1:pos:R:3:mulliken_charge:R:1
O 5.021 1.683 1.587 -0.511
H 3.662 -1.437 -0.529 0.459
H -4.233 1.769 -0.992 0.435
H -0.238 -4.796 -2.074 0.348
C 1.792 1.608 2.335 0.970
F 4.435 3.796 1.377 -0.289
C 1.586 1.031 0.897 1.695
C -3.278 -0.040 -0.253 -0.357
H -0.734 -2.952 1.368 0.542
F 1.801 0.516 3.224 -0.481
H -2.207 -0.219 -0.355 -0.157
H -3.475 -2.326 -3.090 0.363
H 1.285 -1.449 -2.139 0.345
H -1.861 -1.004 1.976 -0.198
H -2.065 -6.419 -3.253 0.398
H -3.620 -0.542 0.652 0.212
C 0.835 2.209 -2.362 -0.867
C -2.925 -3.249 -3.025 -0.524
H 1.045 1.921 -3.395 0.363
O 0.210 0.712 0.930 0.117
H 3.391 2.035 3.685 0.381
H 2.551 2.891 0.203 0.269
C -1.204 -4.563 -2.489 -0.296
H 2.676 3.463 2.955 0.362
C 1.687 -1.883 -1.218 -0.689
C -1.845 -0.482 2.923 -0.887
C -3.247 -4.520 -3.427 -0.426
H -1.361 1.169 4.041 0.280
H -3.799 -0.497 -1.098 0.272
O 0.689 2.350 2.545 -0.856
H -4.166 -4.816 -3.905 0.402
C 4.225 2.520 1.849 0.410
C -2.149 -5.357 -3.087 -0.607
C 2.430 -0.263 0.755 -1.393
C 3.027 2.457 2.747 -0.937
N 1.980 1.863 -1.523 -0.207
H 3.399 -0.071 1.218 0.570
C 2.719 -0.887 -0.611 -1.059
C 1.767 2.204 -0.104 -1.228
H 2.893 -0.114 -1.346 0.344
C 0.596 -2.295 -0.333 -1.022
H 2.195 -2.801 -1.525 0.436
C -3.561 1.472 -0.186 -0.601
H -0.043 1.672 -2.007 0.093
H -2.352 -0.974 3.751 0.185
H 0.589 3.281 -2.344 0.312
C -0.078 -2.699 0.580 0.377
S -2.114 2.537 -0.376 -0.107
H 2.778 2.393 -1.849 0.292
H -1.066 3.702 1.355 0.413
C -1.536 2.712 1.337 -1.029
H -2.429 2.789 1.965 0.559
B -0.475 1.557 1.943 0.636
H 1.941 -0.991 1.399 0.344
H -4.043 1.735 0.756 0.279
N -1.683 -3.287 -2.462 0.171
H 0.842 2.781 -0.013 0.048
C -1.256 0.699 3.059 -0.098
H -1.196 -2.507 -2.054 0.148
```

Computed properties:
E_tot: -1738.1326 Eh
Frontier orbital gap: 7.40 eV
Lowest unoccupied orbital energy: 2.9 eV
Highest occupied orbital energy: -4.5184 eV
Net charge: -1

=====

> highest occupied orbital energy of number 3 (C20H30B2BrClF4N6O6Sn)?

-9.2725 eV

=====

> What is the formula in the first record?

C20H29N7O

=====

> What is the frontier orbital gap in the first record?

7.67 eV

=====

What did the second record say?
# C20H30AlFNO

C20H30AlFNO as an isolated structure (the ωB97M-V functional and the def2-TZVPD basis, the Open Molecules 2025 dataset).

Geometry as XYZ:
```
54
Properties=species:S:1:pos:R:3:mulliken_charge:R:1
H 2.138 -0.049 3.034 0.376
H -5.393 -6.002 -0.658 0.345
C 5.977 0.138 -1.733 -0.510
C 5.065 0.504 -3.927 -0.375
H 3.362 1.694 1.583 0.264
H 6.823 0.132 -1.058 0.362
H 1.426 -0.670 1.547 0.069
C 3.802 0.174 -3.456 -0.460
N 0.644 2.896 0.570 -0.195
H -2.619 -0.747 -0.375 0.356
H -5.543 -5.263 1.696 0.348
C -2.752 -3.882 -0.581 -0.439
H -1.158 4.373 -1.787 0.280
C 4.714 -0.197 -1.265 -0.172
Al -1.166 2.658 0.202 -0.257
C -1.802 4.197 -0.916 -1.112
C -4.759 -4.877 1.057 -0.302
H -1.630 0.758 2.865 0.204
H 4.568 -0.457 -0.224 0.265
H -3.605 -5.115 -2.117 0.350
H 1.599 2.913 2.454 0.308
H -3.291 3.050 1.704 0.408
H 0.812 3.891 0.672 0.228
H 2.639 -0.423 -1.753 0.449
C 2.287 -0.132 1.951 -1.118
H 7.138 0.750 -3.431 0.348
H -2.132 1.107 -1.713 0.426
H -3.907 -3.636 2.587 0.370
H 5.201 0.784 -4.965 0.348
C -2.833 -3.464 0.741 -0.325
F -1.696 3.473 2.861 -0.396
O -0.851 -0.834 0.548 -0.581
C 3.626 -0.178 -2.126 -0.257
C -4.675 -5.292 -0.265 -0.377
C -2.565 1.271 2.619 -1.252
C 6.154 0.487 -3.066 -0.341
C -1.620 -0.278 -0.222 -0.229
H 2.363 1.160 0.222 0.079
C -2.311 2.582 1.894 0.270
H -1.969 -3.488 -1.216 0.387
C 2.395 1.250 1.312 -0.091
H -1.831 5.119 -0.320 0.265
H -3.145 0.602 1.972 0.246
H -2.115 -2.742 1.116 0.563
H -3.136 1.418 3.546 0.405
H 3.187 -0.736 1.786 0.418
H 2.950 0.200 -4.124 0.365
C -3.839 -3.964 1.557 -0.535
H -2.821 4.018 -1.284 0.287
C 1.236 2.193 1.708 -0.122
C -3.670 -4.794 -1.084 -0.368
H -0.383 0.900 -1.417 0.045
C -1.370 0.952 -0.943 -0.384
H 0.483 1.577 2.224 -0.240
```

Computed properties:
E_tot: -1252.4590 Eh
Frontier orbital gap: 7.37 eV
Lowest unoccupied orbital energy: 2.9 eV
Highest occupied orbital energy: -4.4858 eV
Net charge: -1